Entry 1
Formula: C7H7FN3O4
Source: OMol25
Level of theory: the ωB97M-V functional and the def2-TZVPD basis

Output
Multiplicity: 1
LUMO in eV: 2.7
Total charge: -1
Frontier orbital gap in eV: 6.5

Last columns: bonded neighbours and bond lengths (Å).
Geometry (Å):
1 C -1.58094 1.99736 0.37600  C2 1.480, C5 1.323, H16 1.047
2 C -2.34558 0.91760 -0.28706  C1 1.480, N8 1.265, H17 1.097
3 C -0.68036 -0.75903 -0.90578  C6 1.333, N8 1.382, F15 1.419
4 C -3.47401 -2.04941 0.99719  O11 1.138, O13 1.145
5 C -0.35031 2.40999 0.11790  C1 1.323, C7 1.317
6 C 0.51816 -0.61545 -0.33986  C3 1.333, N9 1.358, H19 1.110
7 C 0.94213 2.62724 -0.01096  C5 1.317, H18 1.094, H20 1.100
8 N -1.87784 -0.06958 -0.92479  C2 1.265, C3 1.382
9 N 1.65116 -1.25042 -0.73803  C6 1.358, H21 0.976, H22 1.055
10 N 4.58814 -0.94218 0.81757  O12 1.214, O14 1.241
11 O -2.73913 -2.84927 1.33625  C4 1.138
12 O 3.46462 -0.59683 1.12199  N10 1.214
13 O -4.23238 -1.19789 0.89207  C4 1.145
14 O 4.75630 -1.55747 -0.24726  N10 1.241
15 F -0.78360 -1.78286 -1.88278  C3 1.419
16 H -1.96728 2.40314 1.26054  C1 1.047
17 H -3.37683 1.15865 -0.57424  C2 1.097
18 H 1.18051 3.38721 -0.76046  C7 1.094
19 H 0.78513 0.03775 0.51656  C6 1.110
20 H 1.69433 1.94417 0.40994  C7 1.100
21 H 1.37570 -2.11090 -1.10783  N9 0.976
22 H 2.45207 -1.10184 -0.06693  N9 1.055

Results of the Löwdin charge analysis, in e, for atoms 1 through 8: -0.0945, -0.2057, -0.3114, -0.4587, -0.1046, -0.1363, 0.0087, 0.0917

---

Entry 2
Formula: C7H7FN3O4
Source: OMol25
Level of theory: the ωB97M-V functional and the def2-TZVPD basis

Output
Multiplicity: 1
LUMO in eV: 2.8
Total charge: -1
Frontier orbital gap in eV: 7.0

Last columns: bonded neighbours and bond lengths (Å).
Geometry (Å):
1 C 0.06744 -1.25233 -2.39877  C2 1.494, C5 1.290, H16 1.048
2 C 0.33389 -2.17151 -1.25171  C1 1.494, N8 1.261, H17 1.149
3 C 0.24775 -1.05582 0.87393  C6 1.363, N8 1.299, F15 1.418
4 C -2.45837 -2.65117 0.15152  O11 1.148, O13 1.147
5 C 0.31018 0.00634 -2.54313  C1 1.290, C7 1.265
6 C 0.46125 0.28977 0.89683  C3 1.363, N9 1.337, H19 1.048
7 C 0.71625 1.18682 -2.74495  C5 1.265, H18 1.038, H20 1.174
8 N 0.31374 -2.01447 -0.00036  C2 1.261, C3 1.299
9 N 0.54270 1.06302 1.98509  C6 1.337, H21 1.005, H22 1.106
10 N 0.22856 4.23376 2.85465  O12 1.237, O14 1.267
11 O -2.80060 -1.55683 0.21574  C4 1.148
12 O -0.07631 3.55494 1.86661  N10 1.237
13 O -2.29522 -3.77926 0.01982  C4 1.147
14 O 0.83321 3.65424 3.80573  N10 1.267
15 F 0.44926 -1.72087 2.10990  C3 1.418
16 H -0.32279 -1.68838 -3.26866  C1 1.048
17 H 0.46207 -3.27138 -1.55826  C2 1.149
18 H 1.63149 1.45701 -3.15281  C7 1.038
19 H 0.61694 0.88166 0.04623  C6 1.048
20 H 0.07190 2.12703 -2.46367  C7 1.174
21 H 0.13443 0.55230 2.74841  N9 1.005
22 H 0.53222 2.15514 1.80784  N9 1.106

Results of the Löwdin charge analysis, in e, for atoms 1 through 8: -0.0863, -0.1919, -0.3517, -0.4685, -0.1440, -0.0996, -0.0217, 0.0656

---

The least stable of them is entry 2.